1.
{"formula": "C24H24Cl5FeN4O6S", "method": "ωB97M-V/def2-TZVPD", "lumo_ev": [-1.0, -0.5], "molar_mass_g_mol": 729.65, "e_tot_ha": -5562.22919, "homo_ev": [-8.7, -8.7], "total_charge": 0, "gap_ev": [7.687, 8.172], "relative_energy_kcal_mol": 1.4, "multiplicity": 2, "symbols": ["Fe", "O", "N", "N", "O", "C", "C", "C", "C", "C", "C", "H", "H", "H", "H", "H", "Cl", "C", "C", "C", "Cl", "C", "Cl", "C", "Cl", "C", "Cl", "O", "S", "C", "C", "C", "C", "H", "H", "H", "H", "H", "H", "H", "H", "C", "C", "C", "C", "C", "C", "O", "N", "C", "O", "N", "C", "O", "H", "H", "H", "H", "H", "H", "H", "H", "H", "H", "H"], "xyz": [[-0.48877, -0.64778, -0.05967], [-1.51723, -0.66025, -1.63969], [-0.85269, -0.73360, -2.74902], [0.38132, -0.81819, -2.55889], [0.88549, -0.81008, -1.33947], [1.29767, -0.87617, -3.66181], [0.83932, -1.25204, -4.91350], [1.73986, -1.27968, -5.96447], [3.07122, -0.94456, -5.75733], [3.50858, -0.58206, -4.49223], [2.62035, -0.54534, -3.42899], [-0.20106, -1.50348, -5.05683], [1.39850, -1.56664, -6.94960], [3.76909, -0.97079, -6.58342], [4.54656, -0.32557, -4.32860], [2.93868, -0.27593, -2.43230], [2.43616, 0.05722, 1.15436], [1.15310, 1.16227, 1.52064], [-0.12796, 0.93447, 1.01477], [-1.07675, 1.92077, 1.25273], [-2.62405, 1.76573, 0.49356], [-0.80072, 3.06744, 1.99484], [-2.01029, 4.26537, 2.23713], [0.47543, 3.24979, 2.51710], [0.84373, 4.66191, 3.42569], [1.46297, 2.29774, 2.26811], [3.05749, 2.55675, 2.86022], [0.06357, 2.17168, -3.34607], [0.36312, 2.37527, -1.89939], [2.10538, 2.91288, -1.75756], [2.12217, 4.43337, -1.79844], [0.93351, 4.85971, -0.94390], [-0.24825, 4.04376, -1.45058], [2.63588, 2.41816, -2.56999], [2.47327, 2.52926, -0.80159], [1.98557, 4.77767, -2.82608], [3.06622, 4.83657, -1.43058], [0.72943, 5.92932, -1.00219], [1.13092, 4.62262, 0.10627], [-0.64030, 4.42235, -2.39639], [-1.06834, 3.94631, -0.74078], [-1.35053, -0.94760, 4.46577], [-0.87942, -2.36345, 4.15675], [-1.47085, -2.95234, 2.85257], [-0.86284, -4.33568, 2.56309], [-1.38808, -4.96383, 1.27883], [-2.97698, -3.09307, 3.02279], [-3.45590, -3.84807, 3.83539], [-3.76993, -2.32185, 2.20693], [-3.37509, -1.42694, 1.20180], [-4.19273, -0.88759, 0.51060], [-2.00240, -1.24279, 1.09616], [-1.14838, -2.00749, 1.74586], [0.05521, -1.83007, 1.34508], [-0.92913, -0.60747, 5.41101], [-2.43776, -0.89662, 4.55389], [-1.03884, -0.23966, 3.69336], [-1.16164, -3.04688, 4.95889], [0.20753, -2.39061, 4.06134], [-1.09344, -4.96944, 3.42006], [0.22042, -4.21618, 2.51517], [-2.46578, -5.12944, 1.32829], [-0.91526, -5.92926, 1.10304], [-1.17692, -4.33538, 0.41021], [-4.76942, -2.44456, 2.29707]], "lowdin_charge": [0.695, -0.150, 0.063, -0.185, -0.160, -0.170, -0.003, -0.065, -0.076, -0.065, -0.012, 0.117, 0.108, 0.105, 0.108, 0.113, 0.741, -0.671, -0.247, -0.686, 0.781, -0.721, 0.702, -0.724, 0.694, -0.716, 0.689, -0.519, 0.907, -0.297, -0.225, -0.223, -0.288, 0.087, 0.076, 0.118, 0.115, 0.118, 0.099, 0.100, 0.052, -0.056, -0.148, -0.307, -0.162, -0.063, -0.420, 0.115, 0.222, -0.496, 0.090, 0.124, -0.400, -0.038, 0.082, 0.086, 0.070, 0.127, 0.127, 0.126, 0.124, 0.083, 0.080, 0.079, 0.169]}



2.
{"formula": "C24H24ClCrN2O6Si", "method": "ωB97M-V/def2-TZVPD", "lumo_ev": [-1.1, -1.0], "molar_mass_g_mol": 552.00, "e_tot_ha": -3284.16689, "homo_ev": [-8.1, -8.1], "total_charge": 0, "gap_ev": [6.921, 7.057], "multiplicity": 2, "symbols": ["Cr", "Cl", "C", "C", "C", "C", "O", "C", "C", "O", "C", "H", "H", "H", "H", "C", "C", "C", "C", "C", "C", "N", "N", "Si", "C", "C", "C", "H", "H", "H", "H", "H", "H", "H", "H", "H", "H", "H", "H", "H", "H", "H", "O", "C", "O", "C", "C", "C", "C", "O", "C", "O", "C", "C", "H", "H", "H", "H", "H"], "xyz": [[0.12641, -1.12620, 0.54659], [6.25502, 0.84338, -2.91307], [4.72759, 0.23668, -2.34305], [3.78178, -0.24437, -3.27681], [2.57195, -0.73105, -2.87082], [2.22789, -0.74939, -1.49806], [1.07412, -1.20455, -1.13654], [3.19116, -0.26617, -0.57253], [2.90813, -0.27765, 0.80844], [1.83193, -0.62305, 1.32684], [4.44427, 0.22170, -1.01664], [4.03161, -0.22171, -4.33062], [1.83964, -1.10103, -3.57874], [3.69763, 0.04466, 1.49495], [5.17007, 0.58367, -0.29510], [-0.28105, -4.49925, 1.79321], [-0.83221, -3.35649, 2.58443], [-1.55947, -3.49864, 3.74589], [-2.06799, -2.35299, 4.37144], [-1.87692, -1.09495, 3.84652], [-1.12841, -1.00182, 2.66011], [-0.60779, -2.12486, 2.10961], [-0.80713, 0.05387, 1.87122], [-0.65778, 1.72710, 2.30283], [0.49656, 1.87695, 3.75795], [-2.31081, 2.47747, 2.73366], [0.06657, 2.59088, 0.81932], [-0.63934, -5.45321, 2.17630], [0.81139, -4.49662, 1.82968], [-0.58579, -4.39569, 0.74964], [-1.74590, -4.48329, 4.15117], [-2.64310, -2.46361, 5.28316], [-2.30645, -0.20882, 4.29646], [0.12342, 1.29967, 4.61099], [0.61473, 2.91743, 4.08134], [1.48347, 1.48252, 3.49534], [-2.51845, 2.41150, 3.80682], [-3.11985, 1.97543, 2.19494], [-2.32808, 3.53766, 2.45715], [0.95808, 2.06856, 0.45482], [0.36477, 3.61217, 1.08103], [-0.64696, 2.65583, -0.00852], [-1.72471, -3.00118, -2.15944], [-1.60482, -1.89919, -1.67615], [-1.40409, -1.68440, -0.38350], [-1.53316, -0.66960, -2.53710], [-1.38740, -0.81054, -3.90679], [-1.26721, 0.30500, -4.74579], [-1.30846, 1.53659, -4.14304], [-1.22144, 2.76984, -4.72978], [-1.32589, 3.72884, -3.67029], [-1.48187, 3.00871, -2.44674], [-1.46169, 1.67747, -2.77995], [-1.57605, 0.60146, -1.94653], [-1.36739, -1.81257, -4.31594], [-1.15070, 0.20601, -5.81714], [-2.19643, 4.36008, -3.83606], [-0.41603, 4.32685, -3.62886], [-1.70736, 0.71491, -0.87823]], "lowdin_charge": [0.963, 0.662, -0.664, -0.066, 0.028, -0.293, -0.102, -0.125, -0.132, -0.084, -0.056, 0.113, 0.127, 0.148, 0.121, -0.005, -0.297, -0.035, -0.054, -0.005, -0.395, 0.030, -0.105, 0.390, -0.163, -0.171, -0.147, 0.081, 0.090, 0.088, 0.108, 0.109, 0.105, 0.030, 0.035, 0.025, 0.026, 0.035, 0.031, 0.026, 0.041, 0.017, 0.096, -0.543, -0.156, -0.141, -0.015, 0.022, -0.215, 0.033, -0.119, 0.019, -0.200, 0.066, 0.121, 0.119, 0.134, 0.135, 0.115]}



3.
{"formula": "C24H24ClFN4O", "method": "ωB97M-V/def2-TZVPD", "smiles": "O=C(NC[C@@H](c1cccnc1)N1CCN(c2ccc(F)cc2)CC1)c1cccc(Cl)c1", "lumo_ev": 0.4, "molar_mass_g_mol": 438.93, "e_tot_ha": -1783.29699, "homo_ev": -7.9, "total_charge": 0, "gap_ev": 8.290, "relative_energy_kcal_mol": 0.0, "symbols": ["O", "C", "N", "C", "C", "C", "C", "C", "C", "N", "C", "N", "C", "C", "N", "C", "C", "C", "C", "F", "C", "C", "C", "C", "C", "C", "C", "C", "C", "Cl", "C", "H", "H", "H", "H", "H", "H", "H", "H", "H", "H", "H", "H", "H", "H", "H", "H", "H", "H", "H", "H", "H", "H", "H", "H"], "xyz": [[0.54800, -4.00944, 0.55001], [0.80377, -3.44781, -0.49620], [1.48755, -2.27684, -0.55078], [1.88624, -1.60566, 0.66367], [0.73007, -0.85526, 1.36512], [1.01601, -0.89595, 2.84588], [0.55875, -1.94771, 3.63042], [0.88585, -1.97277, 4.97598], [1.66329, -0.94285, 5.48367], [2.11288, 0.05694, 4.74383], [1.80083, 0.07449, 3.46130], [0.58626, 0.52909, 0.92722], [0.51864, 0.71234, -0.50971], [0.46863, 2.20728, -0.82121], [-0.69479, 2.80836, -0.20920], [-1.25214, 3.95220, -0.76252], [-1.52885, 3.99256, -2.13521], [-2.13409, 5.08835, -2.71342], [-2.48375, 6.16292, -1.91613], [-3.08098, 7.23994, -2.47888], [-2.23589, 6.15586, -0.55797], [-1.61924, 5.05778, 0.01145], [-0.66059, 2.62322, 1.22300], [-0.59725, 1.12735, 1.52438], [0.39205, -3.99714, -1.82463], [1.13442, -3.80187, -2.98537], [0.70674, -4.35547, -4.17952], [-0.45992, -5.09848, -4.23472], [-1.18958, -5.29996, -3.07262], [-2.63921, -6.23668, -3.12801], [-0.76809, -4.76262, -1.86934], [1.52869, -1.77602, -1.42269], [2.70934, -0.92080, 0.45952], [2.23403, -2.38702, 1.34526], [-0.19426, -1.43183, 1.16772], [-0.03125, -2.73640, 3.18565], [0.54682, -2.77379, 5.61428], [1.94474, -0.91370, 6.52808], [2.18496, 0.90733, 2.88837], [1.41942, 0.30752, -0.97236], [-0.36806, 0.21573, -0.94510], [0.45049, 2.35729, -1.89946], [1.38579, 2.67035, -0.42084], [-1.28603, 3.14543, -2.75765], [-2.34647, 5.11294, -3.77066], [-2.51382, 7.00742, 0.04293], [-1.41087, 5.07736, 1.06884], [-1.57396, 3.02258, 1.66456], [0.21132, 3.11852, 1.67778], [-0.56054, 0.98281, 2.60525], [-1.51567, 0.64801, 1.13933], [2.06187, -3.24910, -2.95719], [1.28744, -4.21035, -5.07794], [-0.79744, -5.52636, -5.16533], [-1.32220, -4.93012, -0.95884]], "lowdin_charge": [0.080, -0.450, 0.070, -0.110, -0.263, -0.190, -0.011, -0.053, -0.156, 0.064, -0.104, -0.129, -0.167, -0.140, -0.110, -0.229, -0.020, -0.012, -0.288, 0.044, -0.011, -0.020, -0.152, -0.158, -0.130, -0.036, -0.070, -0.101, -0.660, 0.684, -0.039, 0.117, 0.136, 0.131, 0.154, 0.118, 0.101, 0.101, 0.117, 0.108, 0.137, 0.112, 0.135, 0.107, 0.117, 0.118, 0.102, 0.123, 0.134, 0.122, 0.136, 0.111, 0.108, 0.106, 0.119]}